146
Properties=species:S:1:pos:R:3:forces:R:3 method="wB97M-V/def2-TZVPD" total_charge=+1 spin_multiplicity=1 e_homo_ev=-11.91 homo_lumo_gap_ev=9.1 e_lumo_ev=-2.861 e_tot_ev=-108267.6668
C 2.8414 -0.2276 1.0348 0.10 0.18 -0.13
B 2.9392 1.2916 0.6934 0.13 -0.16 -0.15
O 3.3914 2.1448 1.6535 -0.12 0.00 0.23
N 2.6782 1.8122 -0.6835 -0.90 0.81 0.87
C 3.1859 3.2071 -0.8868 0.36 0.24 -0.39
N 2.7399 3.8282 -2.1149 0.01 -0.41 -0.11
C 1.5113 1.4078 -1.3151 0.29 -0.20 -0.70
N 1.6618 0.8923 -2.5023 -0.06 -0.35 -0.44
B 3.0678 0.6170 -2.9889 -0.08 -0.33 0.34
O 3.4809 1.3438 -4.0311 0.38 0.68 0.04
O 3.7521 -0.4114 -2.4052 0.03 0.41 0.40
N 0.2565 1.4572 -0.7879 0.40 -0.33 1.15
C -0.3392 0.1333 -0.4010 -0.54 0.05 -0.63
C -1.8751 0.0980 -0.4973 -0.22 0.21 -0.21
C -2.2796 -1.2572 -1.0151 -0.20 0.05 0.29
O -2.3385 1.1211 -1.3900 0.06 0.10 -0.01
P -0.0756 2.7104 0.3195 -0.42 0.63 0.44
O 0.1355 4.0688 -0.2218 0.41 0.45 -0.24
H 3.6790 -0.7604 0.5796 0.08 -0.02 -0.04
H 1.9524 -0.7283 0.6541 -0.01 -0.05 0.03
H 2.9073 -0.3584 2.1123 -0.11 -0.13 0.08
H 3.0317 3.0387 1.6258 0.25 0.04 -0.13
H 2.8632 3.8569 -0.0767 -0.28 0.01 -0.02
H 4.2619 3.1137 -0.8054 0.21 0.01 -0.01
H 3.0840 4.7818 -2.0933 -0.10 0.06 0.11
H 3.1777 3.3935 -2.9212 -0.01 -0.01 -0.03
H 0.8220 0.6920 -3.0384 -0.02 0.13 -0.03
H 4.4467 1.3608 -4.1070 -0.12 -0.20 -0.35
H 4.5097 -0.1418 -1.8636 0.09 -0.22 -0.21
H 0.0478 -0.5983 -1.1067 0.17 -0.06 0.02
H -0.0201 -0.1452 0.6033 0.02 0.01 0.05
H -2.3228 0.2687 0.4811 0.12 0.05 0.13
H -1.8436 -1.4567 -1.9912 0.02 0.03 -0.11
H -1.9451 -2.0261 -0.3232 -0.06 -0.13 -0.03
H -3.3623 -1.2869 -1.1009 -0.09 -0.18 0.02
H -2.9829 1.6676 -0.9261 0.03 -0.11 -0.09
H 0.6670 2.4183 1.4716 0.04 -0.09 -0.02
H -1.3915 2.4862 0.6848 -0.03 -0.49 0.04
O 2.1715 -2.8628 -3.3450 -0.39 0.16 -0.18
H 2.4382 -1.9671 -3.1125 0.31 -0.20 0.10
H 2.1177 -2.8820 -4.3112 0.16 -0.10 -0.02
O 3.3265 6.3369 -0.3160 0.18 0.01 0.07
H 2.5109 6.6054 0.1222 -0.03 -0.02 -0.04
H 3.4935 7.0605 -0.9319 -0.02 0.02 0.02
O -4.6983 -0.2338 -3.2503 0.08 0.03 -0.03
H -5.1783 -0.2424 -2.4171 -0.07 0.04 -0.04
H -3.8359 0.1407 -3.0334 -0.01 0.00 0.05
O -0.8996 -1.9323 -4.1121 0.28 0.02 -0.10
H 0.0178 -2.2285 -4.1625 -0.06 -0.12 0.19
H -1.3811 -2.6082 -4.6014 -0.14 0.10 0.01
O 5.7279 4.3922 0.8395 -0.01 -0.11 -0.06
H 5.2360 3.8297 1.4479 0.10 0.01 0.07
H 5.2750 5.2446 0.8545 -0.04 -0.02 -0.10
O 0.4832 1.6228 3.5672 0.17 -0.05 -0.10
H 1.0117 0.8266 3.7460 -0.13 -0.06 0.08
H -0.1262 1.6508 4.3105 -0.04 0.06 -0.04
O 2.4311 -4.4860 -5.7271 0.04 0.19 0.20
H 2.8426 -5.0887 -6.3553 -0.06 0.00 -0.04
H 2.9492 -4.6347 -4.9274 0.04 -0.13 -0.04
O 1.4667 -0.8498 4.6199 0.20 -0.09 0.02
H 1.2299 -1.7692 4.4347 -0.12 0.03 -0.07
H 1.5646 -0.7955 5.5782 -0.07 -0.04 0.04
O -0.9881 -4.0276 -0.1593 0.18 0.13 0.05
H -0.0413 -4.0111 -0.3331 -0.04 0.00 -0.21
H -1.2925 -4.7653 -0.7062 0.10 -0.22 0.22
O -1.7282 4.9795 -2.2688 -0.27 0.07 0.44
H -1.1335 4.5537 -2.8950 -0.09 0.09 -0.16
H -1.1874 5.0139 -1.4654 0.17 -0.23 -0.06
O -3.3465 7.6932 -2.4742 -0.42 -0.16 0.29
H -2.8316 6.8915 -2.3050 0.20 -0.07 -0.23
H -3.9467 7.7529 -1.7193 0.22 0.16 0.16
O -0.7954 -6.8151 -0.6460 0.00 0.06 -0.17
H -0.0718 -7.4113 -0.8768 -0.04 -0.09 0.02
H -1.2866 -7.3067 0.0198 0.00 0.01 0.08
O -1.6465 -7.9150 2.2064 -0.01 -0.07 -0.13
H -2.4309 -7.3602 2.2895 0.04 0.05 0.04
H -1.6292 -8.4147 3.0301 -0.03 -0.01 -0.01
O 6.3633 1.7747 -1.2181 -0.18 0.05 -0.23
H 6.5995 2.0808 -2.1040 0.04 0.00 0.00
H 6.5242 2.5470 -0.6597 -0.04 -0.02 0.13
O 0.8518 6.6997 -1.9830 0.25 -0.05 0.13
H 1.2786 5.8506 -1.8048 -0.19 -0.09 -0.03
H 0.1941 6.7764 -1.2852 -0.07 0.09 -0.08
O 0.5883 -7.3644 4.0288 -0.23 0.17 0.18
H 0.5660 -6.4379 4.3054 0.25 0.05 -0.10
H 0.4450 -7.3296 3.0728 -0.11 0.03 0.02
O -3.9575 10.7598 -1.9470 -0.10 -0.08 0.05
H -3.8811 9.9173 -2.4077 0.15 0.02 -0.11
H -4.8375 11.0801 -2.1685 0.01 0.02 0.01
O 6.3075 3.3769 -4.1009 -0.17 -0.09 -0.08
H 6.6132 4.2678 -3.8992 0.01 -0.02 0.05
H 6.1691 3.3832 -5.0562 0.09 -0.01 0.09
O -2.8421 2.2123 2.2309 -0.09 -0.12 -0.08
H -3.0014 2.0083 3.1572 0.04 -0.10 -0.02
H -3.4261 2.9673 2.0754 0.03 0.07 0.16
O -5.6370 3.0223 2.5148 -0.02 0.16 -0.03
H -6.0677 2.2500 2.8951 0.01 -0.04 -0.08
H -6.3008 3.7188 2.5573 0.01 0.00 0.02
O -5.7751 5.9446 -2.9323 0.01 -0.13 0.04
H -5.4049 5.1064 -2.6298 -0.11 0.04 0.24
H -5.0606 6.5685 -2.7443 0.09 0.06 -0.45
O 1.7246 -4.2687 5.3879 -0.20 -0.24 0.21
H 2.5710 -4.5924 5.0427 0.07 0.28 -0.14
H 1.5391 -4.8303 6.1486 0.02 -0.01 0.00
O -4.2964 4.8274 -0.5030 0.19 -0.10 -0.09
H -3.4371 4.4866 -0.7832 -0.03 -0.02 -0.26
H -4.5624 4.2728 0.2397 -0.07 0.08 0.06
O 2.8550 -8.5594 2.6765 -0.04 -0.01 -0.07
H 3.4141 -9.3227 2.8446 0.01 0.01 0.00
H 2.2547 -8.5460 3.4343 0.10 0.01 0.06
O -2.7797 5.1312 2.0280 0.09 0.01 0.04
H -2.6251 5.5965 1.1995 -0.15 0.06 0.00
H -2.9441 5.8256 2.6741 -0.01 -0.02 0.02
O 4.2914 -3.6954 4.3068 0.02 0.05 0.06
H 4.4118 -3.2572 3.4581 -0.11 -0.08 -0.03
H 4.1900 -2.9755 4.9397 0.03 0.01 -0.01
O 0.9259 -1.9122 7.7899 0.01 -0.11 -0.24
H 0.1389 -2.1235 8.3022 0.00 0.10 0.03
H 0.9665 -2.6049 7.1185 0.07 -0.02 0.01
O 3.1431 -3.4870 0.9733 0.04 -0.09 -0.05
H 4.0754 -3.6083 0.7642 0.00 0.03 -0.02
H 2.7265 -4.2897 0.6387 0.04 -0.05 0.05
O 0.6355 -9.1891 -0.0133 -0.13 -0.06 0.00
H 1.2021 -9.9502 0.1427 0.08 0.07 0.01
H 0.0460 -9.1596 0.7492 0.03 0.01 0.02
O 0.5301 -2.8938 2.2830 0.25 0.10 -0.08
H 1.4830 -2.8788 2.1199 0.00 -0.03 0.01
H 0.2022 -3.6020 1.7143 -0.32 0.07 0.13
O 4.0287 -6.8157 -4.9266 -0.03 -0.06 0.06
H 4.5162 -7.6153 -5.1487 0.05 0.04 -0.03
H 3.3600 -7.1087 -4.2985 -0.02 -0.02 -0.04
O -2.1506 -6.7960 5.3301 -0.05 -0.04 -0.06
H -1.3035 -7.1282 5.0095 0.15 -0.09 -0.02
H -2.3668 -7.3397 6.0938 -0.01 0.02 0.00
O -7.9479 4.1938 -4.1901 0.09 -0.18 0.28
H -7.5648 3.3435 -3.9445 0.03 -0.06 -0.25
H -7.2358 4.8283 -4.0365 -0.09 0.19 -0.03
O 2.0123 -10.3388 4.9681 0.00 -0.06 0.02
H 2.5651 -11.1067 5.1450 -0.01 0.00 0.01
H 1.4071 -10.2966 5.7146 0.00 0.04 -0.01
O -8.5474 2.0149 -2.1496 -0.05 0.17 0.06
H -9.3955 1.5991 -1.9674 0.03 -0.06 -0.04
H -8.7777 2.9097 -2.4350 -0.01 0.01 -0.01
O -7.9658 7.7925 -2.0198 0.10 0.11 0.10
H -7.2335 7.1981 -2.2297 -0.10 -0.19 -0.09
H -8.5257 7.2910 -1.4213 -0.02 -0.01 -0.04